(1)
Computed, not measured: a molecular structure, C31H44BrFeN3OP2, with ωB97M-V/def2-TZVPD.

Each line ends with the Mulliken charge.
Geometry (Å):
C (4.170, -3.449, -1.604)  -0.320
C (4.265, -2.245, -2.342)  0.893
C (5.152, -2.189, -3.432)  -0.568
C (5.856, -3.347, -3.783)  -0.387
N (5.720, -4.492, -3.110)  -0.533
C (4.917, -4.551, -2.044)  -0.417
C (3.500, -1.062, -2.015)  -0.789
C (2.677, -0.527, -1.102)  0.334
C (2.136, -0.371, 0.201)  0.126
C (0.747, -0.132, 0.323)  0.739
C (0.287, 0.694, 1.332)  0.579
C (1.191, 1.209, 2.287)  -0.545
C (2.524, 0.759, 2.303)  -0.468
C (3.001, -0.062, 1.285)  -0.570
Fe (2.855, 0.556, -2.576)  -0.500
P (-2.622, -0.822, -0.366)  1.007
H (5.294, -1.270, -3.997)  0.337
H (3.554, -3.546, -0.715)  0.459
H (6.547, -3.336, -4.633)  0.367
H (4.875, -5.512, -1.521)  0.367
H (4.055, -0.356, 1.256)  0.460
H (0.044, -0.527, -0.421)  0.032
H (3.188, 1.097, 3.098)  0.553
H (-0.769, 0.963, 1.392)  -0.423
C (-3.555, 0.287, 0.804)  -0.542
C (-4.566, 1.261, 0.216)  -1.236
H (-2.780, 0.835, 1.361)  0.360
H (-4.035, -0.391, 1.527)  0.596
H (-5.043, 1.804, 1.039)  0.449
H (-4.093, 2.002, -0.437)  0.231
H (-5.361, 0.761, -0.347)  0.275
C (-2.893, -0.079, -2.034)  -0.032
C (-2.266, -0.926, -3.142)  -1.441
H (-2.438, 0.926, -2.020)  -0.445
H (-3.972, 0.048, -2.202)  0.608
H (-2.230, -0.349, -4.074)  0.426
H (-1.239, -1.223, -2.891)  0.271
H (-2.845, -1.838, -3.336)  0.367
C (-3.745, -2.300, -0.411)  -0.594
C (-5.107, -2.125, -1.072)  -1.229
H (-3.866, -2.610, 0.639)  0.497
H (-3.165, -3.091, -0.913)  0.430
H (-5.624, -3.091, -1.068)  0.419
H (-5.743, -1.416, -0.532)  0.279
H (-5.032, -1.804, -2.116)  0.297
Br (0.641, 2.431, 3.537)  0.025
P (1.163, 3.638, -1.666)  -0.385
C (-0.500, 2.828, -1.649)  0.462
C (-1.567, 3.853, -2.044)  -1.500
H (-0.688, 2.413, -0.649)  -0.418
H (-0.456, 1.999, -2.368)  0.787
H (-2.498, 3.362, -2.352)  0.320
H (-1.813, 4.532, -1.217)  0.364
H (-1.219, 4.463, -2.885)  0.466
C (1.321, 4.014, 0.147)  0.166
C (1.737, 5.465, 0.400)  -1.468
H (2.052, 3.319, 0.579)  0.039
H (0.363, 3.798, 0.636)  0.338
H (1.630, 5.725, 1.462)  0.367
H (2.786, 5.627, 0.120)  0.338
H (1.114, 6.153, -0.183)  0.377
C (2.451, 2.363, -1.888)  0.305
C (3.515, 2.878, -2.882)  -1.202
H (1.635, 1.591, -2.278)  0.249
H (2.802, 2.133, -0.879)  0.188
H (4.400, 2.218, -2.983)  0.475
H (3.103, 3.070, -3.888)  0.396
H (3.878, 3.841, -2.493)  0.427
N (-1.577, -1.904, 7.005)  -0.412
C (-1.115, -1.260, 5.881)  0.501
O (-0.788, -0.078, 5.896)  -0.584
C (-1.113, -2.060, 4.616)  0.204
C (-1.763, -3.294, 4.431)  -0.463
C (-1.815, -3.842, 3.148)  -0.990
C (-1.265, -3.109, 2.081)  -0.551
N (-0.657, -1.940, 2.261)  0.111
C (-0.520, -1.458, 3.485)  0.024
H (-1.456, -1.397, 7.871)  0.270
H (-1.566, -2.912, 7.064)  0.190
H (-2.225, -3.812, 5.274)  0.308
H (-2.286, -4.798, 2.939)  0.442
H (-1.321, -3.479, 1.056)  0.689
H (0.049, -0.538, 3.609)  0.426

Properties
total charge	+2
2S+1	5
ΔE to the lowest compared entry with this formula, charge and spin	0.000	eV
Kohn-Sham gap (spin up / spin down)	7.36 / 4.44	eV

=====

(2)
Computed, not measured: a molecular structure, C31H44BrN3OP2Pd, with ωB97M-V/def2-TZVPD.

Each line ends with the Mulliken charge.
Geometry (Å):
C (-0.522, 5.986, -3.935)  -0.322
C (-0.698, 4.662, -4.419)  0.545
C (-1.025, 4.553, -5.797)  -0.328
C (-1.221, 5.718, -6.566)  -0.373
N (-1.081, 6.939, -6.055)  0.098
C (-0.737, 7.090, -4.780)  -0.371
C (-0.623, 3.500, -3.513)  0.567
C (-0.752, 2.727, -2.558)  -1.256
C (-1.489, 2.307, -1.402)  0.723
C (-0.774, 1.953, -0.215)  -1.020
C (-1.514, 1.944, 1.010)  -0.442
C (-2.933, 1.921, 1.031)  -0.110
C (-3.618, 2.057, -0.193)  -0.694
C (-2.895, 2.297, -1.368)  -0.011
Pd (0.327, -0.105, -0.847)  -0.268
P (2.137, -1.321, 0.351)  1.327
H (-1.153, 3.598, -6.296)  0.495
H (-0.242, 6.198, -2.905)  0.442
H (-1.503, 5.678, -7.629)  0.428
H (-0.637, 8.126, -4.425)  0.426
H (-3.439, 2.516, -2.283)  0.559
H (0.304, 2.178, -0.189)  1.175
H (-4.710, 2.022, -0.168)  0.547
H (-0.949, 1.929, 1.940)  0.681
C (2.126, -2.857, 1.461)  -1.102
C (2.866, -4.104, 1.008)  -1.288
H (1.080, -3.074, 1.708)  0.757
H (2.572, -2.500, 2.400)  0.632
H (2.651, -4.904, 1.728)  0.446
H (2.563, -4.466, 0.019)  0.211
H (3.951, -3.953, 1.007)  0.320
C (2.865, -1.604, -1.318)  -1.136
C (3.548, -0.323, -1.827)  -1.406
H (2.015, -1.821, -1.989)  0.726
H (3.505, -2.499, -1.332)  0.752
H (3.449, -0.317, -2.915)  0.397
H (3.068, 0.597, -1.471)  0.239
H (4.613, -0.254, -1.594)  0.346
C (3.642, -0.645, 1.156)  -0.581
C (4.943, -1.405, 0.924)  -1.682
H (3.443, -0.609, 2.231)  0.677
H (3.717, 0.386, 0.804)  0.647
H (5.786, -0.711, 0.996)  0.370
H (5.099, -2.176, 1.683)  0.415
H (5.016, -1.889, -0.052)  0.377
Br (-3.919, 1.435, 2.514)  0.233
P (-1.113, -1.984, -0.598)  1.312
C (0.000, -3.475, -0.915)  0.092
C (-0.160, -4.868, -1.517)  -1.506
H (0.394, -3.663, 0.103)  -0.208
H (0.839, -3.038, -1.485)  0.039
H (0.853, -5.175, -1.823)  0.416
H (-0.481, -5.607, -0.777)  0.372
H (-0.797, -4.883, -2.399)  0.371
C (-2.272, -2.662, 0.690)  -0.421
C (-3.751, -3.053, 0.521)  -1.361
H (-2.233, -1.891, 1.475)  0.206
H (-1.775, -3.567, 1.074)  0.506
H (-4.198, -3.151, 1.522)  0.410
H (-4.321, -2.303, -0.025)  0.303
H (-3.899, -4.031, 0.050)  0.366
C (-2.255, -0.932, -1.634)  0.777
C (-2.732, -1.429, -2.990)  -1.593
H (-1.624, -0.030, -1.853)  -0.696
H (-3.084, -0.564, -1.002)  0.383
H (-3.104, -0.526, -3.497)  0.432
H (-1.853, -1.814, -3.522)  0.342
H (-3.548, -2.164, -2.930)  0.381
N (-0.905, 1.294, 7.387)  -0.337
C (-1.220, 0.628, 6.234)  0.448
O (-2.308, 0.089, 6.052)  -0.595
C (-0.175, 0.673, 5.168)  0.545
C (0.883, 1.605, 5.155)  -0.596
C (1.686, 1.667, 4.021)  -1.326
C (1.347, 0.873, 2.909)  -0.369
N (0.402, -0.058, 2.943)  0.254
C (-0.338, -0.170, 4.041)  -0.519
H (-1.539, 1.211, 8.160)  0.263
H (0.022, 1.614, 7.606)  0.164
H (1.075, 2.264, 6.006)  0.328
H (2.568, 2.288, 3.954)  0.507
H (1.878, 0.986, 1.962)  0.578
H (-1.114, -0.934, 4.006)  0.565

Properties
total charge	+4
2S+1	5
ΔE to the lowest compared entry with this formula, charge and spin	0.827	eV
Kohn-Sham gap (spin up / spin down)	5.79 / 2.74	eV